1.
The following is a DFT calculation (ωB97M-V with the def2-TZVPD basis set) of a structure of composition C42H45NOP2RuS in a non-equilibrium geometry.

HOMO-LUMO gap (spin up / spin down)	7.4 / 7.5	eV
energy relative to the best compared isomer or geometry (same formula, charge and spin)	0.0	kJ/mol
expectation value of S²	0.76
HOMO level (spin up / spin down)	-10.156 / -10.416	eV

Structure (ORCA input):
```
! RIJCOSX wB97M-V def2-TZVPD def2/J DEFGRID3
* xyz 1 2
Ru 0.00 0.55 0.82
O -1.72 1.29 2.27
C -0.71 0.71 2.65
C -0.38 0.00 3.89
C -0.85 0.38 5.14
C -0.49 -0.37 6.26
C 0.32 -1.49 6.11
C 0.76 -1.88 4.85
C 0.41 -1.13 3.73
P 0.78 -1.59 2.00
C -0.89 -1.94 1.30
C -2.10 -1.96 2.00
C -3.27 -2.31 1.36
C -3.26 -2.69 0.02
C -2.06 -2.72 -0.67
C -0.89 -2.33 -0.04
C 1.46 -3.28 2.08
C 0.71 -4.42 1.84
C 1.33 -5.67 1.86
C 2.69 -5.77 2.11
C 3.44 -4.63 2.36
C 2.83 -3.38 2.33
H -1.48 1.25 5.24
H -0.85 -0.09 7.24
H 0.59 -2.08 6.98
H 1.37 -2.77 4.74
H -2.12 -1.73 3.06
H -4.21 -2.30 1.91
H -4.18 -2.97 -0.47
H -2.03 -3.06 -1.70
H 0.05 -2.39 -0.58
H -0.35 -4.36 1.65
H 0.75 -6.56 1.68
H 3.17 -6.74 2.11
H 4.50 -4.71 2.56
H 3.42 -2.48 2.50
C -2.67 -0.02 -5.90
C -2.47 -0.89 -4.65
C -2.71 -2.37 -5.03
C -3.52 -0.48 -3.62
C -1.05 -0.74 -4.13
C 0.04 -1.02 -4.98
C 1.35 -0.88 -4.58
C 1.59 -0.46 -3.28
S 3.10 -0.15 -2.47
C 2.24 0.28 -1.04
N 0.94 0.19 -1.14
C 0.54 -0.21 -2.41
C -0.78 -0.34 -2.83
C 2.84 0.76 0.19
C 4.20 1.04 0.30
C 4.71 1.54 1.49
C 3.85 1.76 2.56
C 2.49 1.49 2.45
C 1.95 0.99 1.26
H -3.64 -0.26 -6.36
H -1.90 -0.20 -6.65
H -2.67 1.04 -5.65
H -3.76 -2.53 -5.25
H -2.42 -3.03 -4.21
H -2.13 -2.65 -5.91
H -4.52 -0.60 -4.05
H -3.40 0.57 -3.33
H -3.47 -1.10 -2.72
H -0.15 -1.34 -6.00
H 2.16 -1.08 -5.27
H -1.57 -0.11 -2.13
H 4.86 0.89 -0.55
H 5.76 1.77 1.58
H 4.24 2.15 3.49
H 1.85 1.67 3.30
C -1.80 3.08 -2.06
C -1.53 3.65 -0.67
P -0.10 2.89 0.16
C 1.34 3.43 -0.82
C 1.66 4.92 -0.84
C 0.02 3.81 1.74
C -0.41 5.28 1.77
H -2.67 3.57 -2.50
H -2.02 2.01 -2.02
H -0.96 3.23 -2.73
H -2.39 3.49 -0.01
H -1.34 4.72 -0.72
H 1.17 3.07 -1.84
H 2.20 2.88 -0.44
H 0.80 5.53 -1.13
H 2.45 5.11 -1.57
H 2.02 5.26 0.13
H 1.05 3.70 2.07
H -0.60 3.26 2.45
H 0.18 5.90 1.09
H -0.27 5.68 2.78
H -1.46 5.41 1.52
*
```

Here are the Löwdin charges for atoms 1 to 4, given in e: atom 1 (Ru): 0.9009, atom 2 (O): -0.0111, atom 3 (C): -0.4579, atom 4 (C): -0.2433


2.
The following is a DFT calculation (ωB97M-V with the def2-TZVPD basis set) of a cluster of 6 separate species, C42H47ClN7S in total in a non-equilibrium geometry.

HOMO-LUMO gap	5.5	eV
HOMO level	-9.952	eV

Structure (ORCA input):
```
! RIJCOSX wB97M-V def2-TZVPD def2/J DEFGRID3
* xyz 1 1
C 4.21 -3.30 -1.79
C 4.62 -1.81 -2.37
N 3.86 -0.67 -1.64
N 2.77 -1.08 -0.93
C 2.02 -0.04 -0.16
C 0.71 -0.57 0.73
C -0.68 0.21 0.35
C -1.40 1.06 1.60
C -2.79 1.92 1.46
C -3.55 1.92 0.01
C -2.88 1.05 -1.25
C -3.76 1.10 -2.66
C -1.45 0.21 -1.10
C 2.42 1.58 -0.10
S 1.51 2.87 0.91
C 3.75 1.97 -1.05
C 4.47 0.69 -1.84
C 5.79 1.06 -2.74
C 7.10 0.89 -1.75
C 7.31 2.23 -0.76
Cl 8.80 1.79 0.31
H 3.15 -3.68 -2.13
H 4.23 -3.27 -0.61
H 5.05 -4.07 -2.11
H 5.76 -1.65 -2.05
H 4.58 -1.71 -3.53
H 0.90 -0.54 1.88
H 0.53 -1.71 0.45
H -0.85 1.07 2.65
H -3.17 2.48 2.44
H -4.56 2.54 -0.12
H -4.82 0.57 -2.49
H -3.24 0.54 -3.55
H -4.03 2.23 -2.89
H -0.99 -0.38 -2.00
H 2.47 3.62 1.67
H 4.16 3.08 -1.14
H 5.88 0.49 -3.76
H 5.74 2.22 -3.01
H 8.05 0.66 -2.40
H 6.82 0.01 -1.00
H 6.40 2.43 -0.06
H 7.60 3.19 -1.36
N 2.82 -3.92 -4.51
C 1.48 -3.86 -4.43
C 0.63 -4.66 -5.17
C 1.19 -5.58 -6.05
C 2.57 -5.67 -6.15
C 3.34 -4.82 -5.37
H 1.09 -3.12 -3.74
H -0.45 -4.57 -5.07
H 0.56 -6.23 -6.65
H 3.04 -6.37 -6.83
H 4.43 -4.85 -5.41
N 8.76 5.47 4.48
C 9.34 4.99 5.60
C 9.88 3.72 5.71
C 9.83 2.89 4.60
C 9.25 3.36 3.42
C 8.73 4.64 3.41
H 9.35 5.68 6.45
H 10.33 3.39 6.64
H 10.25 1.89 4.64
H 9.19 2.73 2.54
H 8.27 5.05 2.52
N -6.53 -0.71 -0.70
C -6.32 -0.28 0.57
C -7.30 0.27 1.37
C -8.59 0.39 0.85
C -8.84 -0.04 -0.45
C -7.79 -0.58 -1.18
H -5.30 -0.40 0.93
H -7.07 0.60 2.38
H -9.38 0.82 1.45
H -9.83 0.05 -0.88
H -7.94 -0.93 -2.19
N -0.78 2.42 4.45
C 0.20 2.12 5.33
C 0.28 2.65 6.60
C -0.69 3.56 7.00
C -1.71 3.90 6.12
C -1.71 3.31 4.86
H 0.93 1.40 4.97
H 1.09 2.37 7.27
H -0.65 4.01 7.99
H -2.48 4.61 6.40
H -2.49 3.53 4.14
N -10.92 -2.62 -0.94
C -10.97 -3.77 -0.23
C -11.24 -5.01 -0.79
C -11.46 -5.08 -2.16
C -11.41 -3.91 -2.92
C -11.14 -2.72 -2.26
H -10.80 -3.66 0.84
H -11.27 -5.90 -0.17
H -11.67 -6.03 -2.63
H -11.58 -3.93 -3.99
H -11.08 -1.78 -2.81
*
```

Here are the Löwdin charges for atoms 1 to 4, given in e: atom 1 (C): -0.1206, atom 2 (C): -0.1572, atom 3 (N): -0.1116, atom 4 (N): 0.1266